(1)
# C6H6O

A single C6H6O molecule (ωB97M-V/def2-TZVPD, the OMol25 dataset).

Energy above the lowest of the compared OMol25 structures with the same formula, charge and spin: 552.7 kJ/mol
E_LUMO: 0.96 eV
Kohn-Sham gap: 9.2 eV

ORCA input file:
```
! wB97M-V def2-TZVPD RIJCOSX def2/J DEFGRID3
* xyz 0 1
C 1.59909 0.35345 1.38661
C 1.37778 -0.59509 0.52918
C 0.65481 -0.72060 -0.59702
C 0.57098 0.74624 0.12525
C -0.93702 0.80806 0.42169
O -1.42030 -0.51424 0.49761
C -0.73279 -1.30541 -0.47327
H 2.47928 0.79970 1.83679
H 1.02396 1.51840 -0.49184
H -1.17381 1.30539 1.36350
H -1.42633 1.35808 -0.40404
H -1.26397 -1.28474 -1.43372
H -0.71010 -2.33466 -0.10244
*
```



(2)
# C36H49N17O

15 unconnected molecules or ions with the total composition C36H49N17O in a non-equilibrium geometry (ωB97M-V/def2-TZVPD, the OMol25 dataset).

E_LUMO: -0.19 eV
Kohn-Sham gap: 7.8 eV

ORCA input file:
```
! wB97M-V def2-TZVPD RIJCOSX def2/J DEFGRID3
* xyz 0 1
N -3.22642 -0.46276 3.60829
C -3.68372 0.86057 3.70408
C -2.79800 1.90767 3.82259
C -3.29248 3.23099 3.87774
C -4.63838 3.49230 3.83757
C -5.55900 2.42860 3.69969
N -6.89891 2.71084 3.64007
C -7.67051 1.67278 3.48029
C -7.17520 0.34016 3.40109
O -8.10034 -0.67754 3.25349
N -5.92395 0.02162 3.48735
C -5.08924 1.09793 3.62768
H -2.26050 -0.55354 3.89975
H -3.83424 -1.11312 4.08674
H -1.72303 1.76529 3.88959
H -2.60661 4.06592 3.95418
H -5.01909 4.50509 3.89578
H -8.74354 1.82941 3.40885
H -8.29033 -0.75674 2.31112
C -4.31804 -0.47109 0.36408
C -3.59298 -0.02247 -0.81598
N -3.01370 0.32749 -1.74348
H -4.03270 -1.48552 0.63682
H -4.11059 0.16977 1.22066
H -5.39306 -0.46097 0.18472
C -2.70223 3.71045 -0.77023
C -2.08807 4.31605 0.39879
N -1.60310 4.78028 1.32954
H -3.23854 4.45042 -1.36193
H -1.96315 3.24040 -1.41686
H -3.41586 2.94561 -0.47647
C 0.04213 -0.40085 0.58918
C 0.16742 -0.79744 1.98198
N 0.26644 -1.11053 3.08600
H 0.67621 -0.99276 -0.06595
H -0.98416 -0.52286 0.24424
H 0.31247 0.64460 0.44435
C 2.60078 -3.28281 -2.36757
C 2.19265 -1.89253 -2.29151
N 1.87089 -0.79014 -2.23491
H 3.62738 -3.41453 -2.02516
H 1.96344 -3.91809 -1.75532
H 2.55052 -3.65986 -3.38827
C 1.07423 -2.43141 7.73150
C 0.96358 -1.96844 6.35394
N 0.87653 -1.61246 5.26201
H 1.68240 -3.33284 7.79099
H 1.53622 -1.67257 8.36143
H 0.09425 -2.66046 8.14764
C 4.72724 -0.28020 -4.56690
C 5.32323 -1.60632 -4.54649
N 5.79178 -2.65547 -4.52660
H 3.68791 -0.31703 -4.89084
H 4.74144 0.17849 -3.57953
H 5.25824 0.38684 -5.24251
C 5.44391 2.63240 -8.27500
C 5.85320 2.48347 -6.89017
N 6.14138 2.36645 -5.78439
H 5.93182 3.48748 -8.74281
H 5.69278 1.74648 -8.85549
H 4.37247 2.77856 -8.34514
C 2.58668 1.76758 5.08789
C 1.22039 2.09044 4.70281
N 0.15106 2.36966 4.39440
H 2.76236 1.98412 6.14101
H 2.81877 0.71371 4.93846
H 3.28815 2.36090 4.50255
C -1.11273 -5.63738 -3.84928
C -0.50533 -5.01951 -2.68192
N -0.02579 -4.53099 -1.76082
H -1.64208 -4.89779 -4.44809
H -0.35433 -6.10206 -4.47818
H -1.82542 -6.40612 -3.55498
C -6.98925 2.47515 0.05953
C -6.13887 2.52007 -1.12302
N -5.45326 2.55502 -2.04406
H -6.95021 1.49316 0.53077
H -6.67132 3.21110 0.79832
H -8.02635 2.68445 -0.19877
C 6.67433 -3.19598 -0.80956
C 5.95850 -4.35215 -0.28808
N 5.39383 -5.26993 0.10837
H 7.35978 -2.79503 -0.06444
H 7.25261 -3.46140 -1.69356
H 5.98163 -2.40403 -1.09109
C 6.13432 -6.53547 -3.66675
C 4.75324 -6.22190 -3.98282
N 3.67233 -5.93238 -4.23419
H 6.34294 -6.36079 -2.61125
H 6.37091 -7.57587 -3.88458
H 6.81661 -5.91292 -4.24472
C 1.37915 1.01362 -6.42294
C 2.21614 1.05573 -7.61394
N 2.87753 1.08894 -8.55285
H 1.42574 0.03491 -5.94723
H 1.70093 1.75630 -5.69400
H 0.33878 1.21557 -6.67223
C 0.11483 5.59896 5.00062
C 0.64873 6.29768 6.16000
N 1.06999 6.84587 7.07682
H -0.40283 6.28426 4.33031
H 0.90623 5.11727 4.43093
H -0.59197 4.82614 5.29620
*
```



(3)
# C7H10

A single C7H10 molecule in a non-equilibrium geometry (ωB97M-V/def2-TZVPD, the OMol25 dataset).

Energy above the lowest of the compared OMol25 structures with the same formula, charge and spin: 265.9 kJ/mol
E_LUMO: 1.09 eV
Kohn-Sham gap: 9.9 eV

ORCA input file:
```
! wB97M-V def2-TZVPD RIJCOSX def2/J DEFGRID3
* xyz 0 1
C 1.57187 -1.24390 -0.20409
C 0.38920 -0.31540 -0.05382
C -1.04642 -0.91591 -0.06199
C -1.52195 0.43647 -0.55430
C -0.75484 1.40559 0.29881
C 0.33909 0.71328 1.08672
C -0.15033 0.83485 -0.98998
H 1.71230 -1.81052 0.72777
H 1.42810 -1.97218 -1.01102
H 2.49930 -0.69611 -0.39959
H -1.43509 -1.22224 0.92048
H -1.17620 -1.72239 -0.78810
H -2.46369 0.69742 -1.02523
H -1.09013 2.43197 0.38427
H 0.14353 0.37856 2.10758
H 1.25954 1.31707 1.04819
H 0.29571 1.68344 -1.48571
*
```



(4)
# C30H32IrN3S4

A molecular structure, C30H32IrN3S4 in a non-equilibrium geometry (ωB97M-V/def2-TZVPD, the OMol25 dataset).

Energy above the lowest of the compared OMol25 structures with the same formula, charge and spin: 62.9 kJ/mol
E_LUMO (spin up / spin down): -3.84 / -4.16 eV
Kohn-Sham gap (spin up / spin down): 5.9 / 5.8 eV

ORCA input file:
```
! wB97M-V def2-TZVPD RIJCOSX def2/J DEFGRID3
* xyz 1 2
Ir -0.12693 -0.42717 0.12666
S 2.42925 -0.68179 -1.40832
C 3.23858 0.70859 -0.74430
C 4.10964 1.46195 -1.54366
C 4.85224 2.49374 -1.00552
C 4.74959 2.80022 0.34550
C 3.89139 2.08111 1.16135
C 3.12068 1.06268 0.62578
S 2.03295 0.10189 1.64830
C 1.10213 1.37913 2.54281
C -0.22787 0.76231 2.93526
C -0.89700 1.13430 4.09158
C -2.13256 0.57510 4.37971
C -2.62847 -0.39220 3.51488
C -1.87047 -0.76344 2.41286
C -2.26747 -1.82767 1.51625
S -2.36320 -0.50137 -0.19852
C -2.49375 -1.38028 -1.74320
C -3.60016 -2.15240 -2.08139
C -3.62520 -2.79331 -3.30734
C -2.55606 -2.66510 -4.18934
C -1.45247 -1.88950 -3.87130
C -1.39495 -1.23079 -2.65061
S -0.09075 -0.09584 -2.22348
N -0.74380 -0.15993 2.11409
H 4.19668 1.21195 -2.59115
H 5.52548 3.05402 -1.63712
H 5.34752 3.59407 0.76997
H 3.83179 2.31685 2.21325
H 0.91516 2.18637 1.83495
H 1.64422 1.74477 3.41244
H -0.45026 1.87314 4.73879
H -2.68521 0.87426 5.25582
H -3.56742 -0.89252 3.69799
H -3.22627 -2.29494 1.66248
H -1.54408 -2.31908 0.89006
H -4.43115 -2.24399 -1.39463
H -4.47773 -3.39941 -3.57543
H -2.58719 -3.17543 -5.14053
H -0.62956 -1.79346 -4.56255
C -0.49371 4.88341 1.06055
C -0.30768 4.20712 -0.30406
C -1.46170 4.59246 -1.23423
C 1.02918 4.64028 -0.92106
C -0.29351 2.75130 -0.12861
C -0.27341 1.54669 -0.02252
H -0.55195 5.96431 0.93924
H 0.34587 4.66562 1.72260
H -1.41106 4.54217 1.54014
H -1.46385 5.66854 -1.40087
H -2.42006 4.30803 -0.80045
H -1.36207 4.09354 -2.19751
H 1.06125 5.72451 -1.02285
H 1.15880 4.19705 -1.90766
H 1.86593 4.32587 -0.29601
C -1.33449 -5.78696 -1.20789
C -0.43449 -4.76268 -0.62420
C 0.84441 -4.83306 -0.12982
C 1.17776 -3.53694 0.28642
N 0.15145 -2.69929 0.07352
N -0.81698 -3.48573 -0.47321
C 2.48499 -3.16428 0.88564
H -0.86049 -6.76359 -1.16498
H -1.56031 -5.56067 -2.24954
H -2.27663 -5.84203 -0.66416
H 1.47671 -5.69814 -0.08524
H -1.67200 -3.06993 -0.81409
H 2.94283 -4.05423 1.31502
H 2.37744 -2.42632 1.67209
H 3.16040 -2.76389 0.13136
*
```



(5)
# C40H38AsN3O3SbW

A molecular structure, C40H38AsN3O3SbW in a non-equilibrium geometry (ωB97M-V/def2-TZVPD, the OMol25 dataset).

E_LUMO (spin up / spin down): -10.15 / -10.73 eV
Kohn-Sham gap (spin up / spin down): 5.6 / 5.0 eV

ORCA input file:
```
! wB97M-V def2-TZVPD RIJCOSX def2/J DEFGRID3
* xyz 3 3
W 0.37401 0.67085 1.24462
C -3.75213 0.23631 1.10565
C -2.72007 -0.62717 1.75274
C -3.03485 -1.83773 2.38787
C -2.04750 -2.60215 2.98765
C -0.72628 -2.15538 3.00152
C -0.45643 -0.97092 2.35756
N -1.44404 -0.28065 1.77308
Sb 0.62963 0.46933 4.43373
C 2.11028 1.16923 2.35624
C 3.17273 1.87243 2.86717
C 4.44929 1.37569 2.61518
C 4.61787 0.20767 1.88674
C 3.51827 -0.45302 1.35163
C 3.62140 -1.68500 0.51715
N 2.32352 0.07331 1.62006
C -0.51200 2.12760 3.75292
C -0.99061 3.05605 4.64635
C -1.67568 4.16176 4.14953
C -1.89238 4.24138 2.79254
C -1.42215 3.25458 1.92740
C -1.75427 3.35936 0.46899
N -0.70068 2.22393 2.41823
H -4.47415 0.56975 1.85558
H -3.30868 1.10082 0.62780
H -4.30346 -0.33006 0.35280
H -4.06884 -2.16088 2.39742
H -2.30218 -3.54501 3.45782
H 0.05747 -2.72443 3.48538
H 3.02162 2.77312 3.44949
H 5.31265 1.91101 2.99172
H 5.60657 -0.19152 1.69945
H 3.77195 -2.55791 1.15943
H 2.72191 -1.82637 -0.07180
H 4.47977 -1.63182 -0.15229
H -0.82939 2.92970 5.71031
H -2.03661 4.93662 4.81592
H -2.44737 5.06978 2.37047
H -2.77252 3.73380 0.36344
H -1.09672 4.07623 -0.02442
H -1.68181 2.42048 -0.06083
C 3.19479 3.38296 -0.98078
C 2.43680 2.28190 -1.69522
C 2.50261 2.38797 -3.20197
O 2.89978 0.98784 -1.24083
C 0.96752 2.18161 -1.24585
O 0.06336 1.97865 -1.99171
O 0.74584 2.14479 0.12216
H 4.25703 3.29948 -1.21372
H 3.06435 3.32027 0.09962
H 2.85529 4.36625 -1.31674
H 3.54723 2.46305 -3.51218
H 1.98400 3.28192 -3.55088
H 2.04705 1.51829 -3.67031
H 3.67489 0.75489 -1.76491
C 1.94146 -2.03681 -4.84554
C 1.04039 -0.98053 -4.84005
C 0.44135 -0.57980 -3.65458
C 0.74817 -1.25600 -2.48443
C 1.64758 -2.31078 -2.47234
C 2.24297 -2.70238 -3.66295
As -0.18385 -0.76944 -0.85931
C -2.00793 -0.56941 -1.48658
C -2.59496 0.53491 -2.07973
C -3.89394 0.42454 -2.56327
C -4.57929 -0.77958 -2.45260
C -3.97615 -1.87915 -1.85547
C -2.68146 -1.78497 -1.35934
C -1.94219 -2.87991 -0.69506
C -2.43118 -4.15993 -0.44780
C -1.63663 -5.09380 0.20138
C -0.35187 -4.75921 0.62047
C 0.13726 -3.48221 0.38363
C -0.65578 -2.55968 -0.28018
H 2.40174 -2.35004 -5.77393
H 0.79600 -0.46801 -5.76260
H -0.26618 0.23650 -3.65562
H 1.86536 -2.85749 -1.56694
H 2.93098 -3.53881 -3.66826
H -2.05869 1.46431 -2.19229
H -4.36180 1.27569 -3.04166
H -5.58591 -0.86625 -2.84251
H -4.51661 -2.81660 -1.78785
H -3.42881 -4.43609 -0.76977
H -2.01865 -6.09192 0.37862
H 0.26696 -5.49586 1.11774
H 1.13299 -3.22194 0.71996
*
```



(6)
# C5H6

3 unconnected molecules or ions with the total composition C5H6 in a non-equilibrium geometry (ωB97M-V/def2-TZVPD, the OMol25 dataset).

Energy above the lowest of the compared OMol25 structures with the same formula, charge and spin: 566.5 kJ/mol
E_LUMO: 0.71 eV
Kohn-Sham gap: 9.7 eV

ORCA input file:
```
! wB97M-V def2-TZVPD RIJCOSX def2/J DEFGRID3
* xyz 0 1
C 2.56506 0.01387 1.55592
C 1.36050 -0.04681 1.23246
C -0.28716 -1.11730 -0.50079
C -0.43096 0.31117 -0.63586
C 0.30403 0.03923 0.30752
H 3.62440 0.19434 1.78072
H -1.26325 -1.64009 -0.37013
H 0.42356 -1.65292 -1.16099
H -0.87418 1.08117 -1.15938
H -3.11319 1.41466 -0.68658
H -2.30880 1.40269 -0.36290
*
```



(7)
# C14H32Br2FN4O4Pt

A molecular structure, C14H32Br2FN4O4Pt in a non-equilibrium geometry (ωB97M-V/def2-TZVPD, the OMol25 dataset).

E_LUMO (spin up / spin down): -5.49 / -6.18 eV
Kohn-Sham gap (spin up / spin down): 5.7 / 5.0 eV

ORCA input file:
```
! wB97M-V def2-TZVPD RIJCOSX def2/J DEFGRID3
* xyz 1 3
Pt 10.36049 -3.95065 26.86169
F 10.31071 -5.66317 25.80655
Br 8.40531 -10.26873 24.20557
C 8.66927 -8.64053 23.15419
C 10.01270 -8.00440 23.43234
Br 11.23161 -8.68463 22.02799
H 7.81209 -8.03116 23.42539
H 8.51614 -8.75513 22.08484
H 10.49802 -8.23324 24.37050
H 9.94248 -6.92922 23.28243
C 11.37401 -10.21277 28.96491
O 10.56370 -10.81802 29.62309
N 11.09541 -9.16452 28.15197
C 12.04672 -8.62315 27.20703
C 9.77018 -8.61839 28.06447
H 12.42916 -10.53387 28.90239
H 11.66915 -8.82456 26.19761
H 13.03239 -9.04044 27.39265
H 12.05642 -7.52738 27.24788
H 9.08947 -8.99874 28.82034
H 9.73160 -7.52729 28.13432
H 9.33591 -8.86346 27.08845
C 10.85924 -2.53301 23.86639
O 10.48051 -2.95075 24.97216
N 12.02649 -1.96168 23.63599
C 12.41855 -1.67003 22.26945
C 12.94618 -1.63089 24.71281
H 10.21705 -2.59244 22.98394
H 11.62271 -1.88766 21.56201
H 13.31992 -2.21463 21.98544
H 12.65668 -0.61011 22.15408
H 13.72169 -2.39159 24.79201
H 13.28269 -0.60739 24.56305
H 12.42664 -1.62772 25.66917
C 7.06280 -5.61057 22.29635
O 6.77529 -6.47608 21.50222
N 6.65537 -5.54513 23.58412
C 7.19577 -4.56871 24.50124
C 5.78161 -6.56601 24.14705
H 7.66591 -4.73251 21.99666
H 7.72313 -5.08213 25.31518
H 6.32195 -4.09467 24.96183
H 7.82918 -3.80974 24.05247
H 4.97920 -6.09949 24.71824
H 5.37399 -7.16663 23.34074
H 6.38662 -7.18092 24.81963
C 13.68961 -4.69041 26.62467
O 12.52391 -4.30814 26.76902
N 14.18630 -5.19380 25.50535
C 15.59615 -5.58961 25.46004
C 13.42165 -5.50599 24.31943
H 14.46116 -4.68562 27.40132
H 16.13509 -5.05730 24.68307
H 15.62794 -6.67028 25.29675
H 16.03445 -5.50418 26.45283
H 12.42713 -5.06533 24.35341
H 13.98962 -5.23076 23.43018
H 13.23027 -6.57694 24.19049
*
```



(8)
# C3H39BBrFO17SSi

16 unconnected molecules or ions with the total composition C3H39BBrFO17SSi in a non-equilibrium geometry (ωB97M-V/def2-TZVPD, the OMol25 dataset).

Energy above the lowest of the compared OMol25 structures with the same formula, charge and spin: 0.0 kJ/mol
E_LUMO: -0.01 eV
Kohn-Sham gap: 9.0 eV

ORCA input file:
```
! wB97M-V def2-TZVPD RIJCOSX def2/J DEFGRID3
* xyz 0 1
C 2.42565 -0.44136 0.58014
C 2.73903 -1.81870 0.01335
S 1.32622 -2.98531 -0.12471
C -0.02872 -2.32146 0.89719
Si -1.25560 -1.37755 -0.13995
F -0.60037 -0.79711 -1.45828
Br -2.78553 -2.89322 -0.84512
B -2.28219 0.05926 0.83092
O -2.57357 -0.11136 2.15489
O -2.64563 1.24042 0.23961
H 3.35502 -0.03362 0.96982
H 1.74122 -0.45282 1.41074
H 2.10209 0.26165 -0.17683
H 3.08493 -1.67692 -1.00057
H 3.56864 -2.27484 0.54011
H 0.30558 -1.74769 1.74500
H -0.53383 -3.19278 1.30348
H -2.54957 0.76057 2.59851
H -2.74672 1.12624 -0.71187
O 1.58385 -3.47058 3.24015
H 1.81002 -3.22499 2.33137
H 2.31225 -4.02294 3.53703
O -1.15295 -4.55794 -3.70000
H -1.26518 -5.45441 -3.36854
H -1.41528 -3.99329 -2.96381
O 5.38012 -0.77193 -1.19911
H 5.61946 -0.49718 -2.08987
H 6.14513 -1.27171 -0.90224
O -3.23299 -5.40441 -5.49298
H -2.70654 -4.67490 -5.13603
H -2.75504 -5.68037 -6.27930
O 0.20109 0.20870 3.57467
H 0.42344 -0.69879 3.81318
H -0.70421 0.16898 3.24092
O 2.07588 2.64099 0.81271
H 1.88552 3.53536 1.12398
H 1.81079 2.09198 1.56153
O 3.06463 2.97972 3.48497
H 3.36144 3.83475 3.81619
H 3.65435 2.80239 2.74338
O -5.64521 -0.78503 -0.15869
H -6.41240 -1.34602 -0.30386
H -4.88375 -1.34510 -0.34419
O 0.98915 5.06957 3.41422
H 1.14063 4.20612 3.81183
H 0.48873 5.56068 4.07241
O -1.16885 2.79680 3.13322
H -0.93724 3.20544 2.28937
H -0.34238 2.42058 3.46110
O 5.60226 -2.91838 -3.29943
H 5.74720 -3.42737 -2.49735
H 4.64549 -2.90711 -3.40036
O -5.05780 1.79517 -1.56324
H -5.32526 1.09202 -0.95600
H -5.63326 2.53624 -1.35526
O -2.45709 4.18714 -0.18766
H -2.37000 3.23958 -0.03347
H -3.33343 4.28572 -0.56911
O 2.09889 4.36946 -1.90540
H 1.98545 3.66956 -2.55371
H 2.03180 3.91949 -1.05728
O -3.25372 1.36709 -3.99916
H -3.51816 0.48686 -3.71893
H -3.57022 1.93105 -3.28476
*
```